No. 1
Density functional theory data (ωB97M-V/def2-TZVPD) for 12 unconnected molecules or ions with the total composition H24O12.

Calculated values
**Calculated total energy**: -24960.163 eV
**HOMO**: -10.51 eV
**Orbital gap**: 10.1 eV
**Total charge**: 0

Positions of all 36 atoms, in Å:
O (2.94731, -0.04335, -0.65078)
H (3.49758, 0.74553, -0.71855)
H (3.50778, -0.68375, -0.20198)
O (-1.77549, 1.64454, 2.03599)
H (-1.11247, 1.65789, 1.33827)
H (-1.62348, 0.82173, 2.51352)
O (-2.17521, -1.89620, -0.62642)
H (-2.28095, -1.20515, -1.29842)
H (-1.46110, -1.54151, -0.07760)
O (0.12724, -3.63430, -0.65138)
H (0.27529, -4.02735, -1.51480)
H (-0.69937, -3.12574, -0.75193)
O (-0.79958, 2.47242, -3.63212)
H (-0.93157, 3.34193, -3.24798)
H (-0.61507, 1.89560, -2.88444)
O (0.90796, 0.37819, 3.76413)
H (1.37598, -0.22973, 3.17392)
H (0.82516, 1.20512, 3.27882)
O (2.08641, 1.23005, -3.18570)
H (1.41643, 0.69030, -3.61466)
H (2.33255, 0.74007, -2.39278)
O (-1.43904, -1.30915, 3.08133)
H (-1.06641, -2.13717, 2.76633)
H (-0.67268, -0.75866, 3.30443)
O (-0.27542, 2.51613, -0.58109)
H (-0.87100, 3.23063, -0.82945)
H (0.55483, 2.95796, -0.37516)
O (0.01455, -0.28486, 0.23859)
H (0.82573, -0.53181, 0.69273)
H (0.28878, 0.34498, -0.43633)
O (1.54944, -1.98036, 2.35170)
H (2.00925, -2.61644, 1.79350)
H (1.35041, -2.46550, 3.16009)
O (-2.54305, 0.51086, -1.97448)
H (-3.25860, 0.88675, -2.49520)
H (-2.29219, 1.20034, -1.35210)

From a Mulliken analysis of the wavefunction, the atomic charges in e read:
1 O -0.663
2 H 0.311
3 H 0.273
4 O -0.669
5 H 0.319
6 H 0.344
7 O -0.753
8 H 0.397
9 H 0.292
10 O -0.632
11 H 0.275
12 H 0.400
13 O -0.601
14 H 0.292
15 H 0.328
16 O -0.671
17 H 0.358
18 H 0.326
19 O -0.626
20 H 0.326
21 H 0.349
22 O -0.635
23 H 0.281
24 H 0.355
25 O -0.530
26 H 0.246
27 H 0.231
28 O -0.044
29 H 0.146
30 H 0.105
31 O -0.625
32 H 0.252
33 H 0.279
34 O -0.635
35 H 0.299
36 H 0.298

No. 2
Density functional theory data (ωB97M-V/def2-TZVPD) for a gas-phase ion, C3H4NS (charge +1) at a distorted geometry.

Calculated values
**Calculated total energy**: -15482.597 eV
**HOMO (spin up / spin down)**: -13.42 / -13.44 eV
**Orbital gap (spin up / spin down)**: 6.2 / 6.3 eV
**Total charge**: +1

Positions of all 9 atoms, in Å:
C (-0.43635, -0.05982, 2.09556)
C (-0.03073, 2.79136, 1.57107)
C (-0.32234, 0.76781, -0.28706)
N (0.17832, -0.09874, 0.77625)
S (0.38684, 2.48853, 0.02982)
H (-0.23178, 0.61317, -1.41743)
H (-1.33897, 0.91106, -0.19534)
H (1.14874, -0.07775, 0.73407)
H (-0.22192, -1.04559, 0.46852)

From a Mulliken analysis of the wavefunction, the atomic charges in e read:
1 C -0.132
2 C 0.066
3 C -0.549
4 N -0.117
5 S 0.163
6 H 0.382
7 H 0.411
8 H 0.352
9 H 0.424

Question: Among the records above, which one has the highest total charge?
Answer: C3H4NS

Question: What is the total charge in the first record?
Answer: 0